Density functional theory data (the ωB97M-V functional and the def2-TZVPD basis) for C22H67NNbO9 as an isolated structure in a non-equilibrium geometry.

- max |F| (eV/A) = 3.6
- gap between HOMO and LUMO (eV) = 6.40
- HOMO level (eV) = -4.45
- energy (Ha) = -1666.94649

ORCA input file:
```
! RIJCOSX wB97M-V def2-TZVPD def2/J DEFGRID3
* xyz -1 1
H 0.274 -6.696 -1.430
H 0.648 1.410 -3.993
H 0.317 -7.154 4.400
C -1.692 -5.055 -5.586
C 1.276 -6.627 4.414
H 3.590 -3.592 -1.882
H -2.900 -3.468 -4.764
H -1.031 3.307 0.410
H -1.636 6.960 3.857
H 2.084 -7.363 4.457
H 2.278 -5.905 -8.169
O -1.172 4.068 0.998
C 2.490 0.018 0.879
C 0.911 4.952 0.188
H 1.898 5.323 0.483
O 1.285 0.887 -1.271
H -0.662 -5.224 -5.917
H -1.674 -2.918 -5.924
H -2.618 4.753 5.757
H 1.985 -2.675 0.017
C -5.970 7.092 6.412
H 1.173 8.841 -0.722
H -2.545 -6.984 -0.713
H 0.117 -7.220 0.804
H -2.370 -5.283 -6.413
H 1.297 -6.028 5.331
C 2.075 8.663 -0.128
O 0.355 -4.799 3.154
C 1.895 -7.913 -7.483
H 1.810 10.360 1.183
C 2.754 -1.635 -2.678
H -0.042 5.392 2.072
H 2.367 -5.202 3.206
H 0.612 3.746 1.959
H -1.257 1.021 -2.251
H -1.523 -5.627 -0.252
C -1.876 -3.627 -5.115
H 0.539 -0.785 0.022
H -0.923 -8.579 0.334
Nb 0.161 0.058 -2.844
H 3.430 -0.056 0.186
H 2.150 -0.766 -4.550
H 3.462 9.758 1.112
O -5.167 8.258 6.296
H -5.766 9.022 6.240
H -3.165 6.986 4.727
H -2.890 5.758 3.469
C 2.297 -6.474 -7.235
H -0.085 -3.489 -4.362
H -0.923 -0.555 -4.193
C -1.839 5.386 5.321
O 1.777 7.706 0.878
O -0.992 -3.354 -4.038
H 1.892 -8.481 -6.546
C 2.678 1.261 1.929
H -5.306 6.226 6.486
O -1.227 6.137 6.359
C -0.618 -7.562 0.069
C 1.572 -3.358 -0.857
H 0.408 -4.266 3.966
C 2.503 -3.209 -2.194
H 0.434 -3.130 -1.005
H 1.373 -6.342 2.279
O 1.390 -5.866 -6.327
H 2.183 -3.913 -3.093
C -6.875 6.965 5.204
H -2.311 -6.603 1.010
H 0.880 -7.964 -7.890
H -1.883 -5.757 -4.768
O 0.000 -7.603 -1.208
H 3.792 -1.685 -3.270
H -1.079 4.739 4.874
H 1.421 -6.373 -5.498
C -1.820 -6.642 0.034
C 0.105 4.540 1.402
H -6.554 7.159 7.335
H -7.498 6.069 5.276
C 1.070 0.251 0.023
H 1.626 -4.476 -0.442
H -6.284 6.913 4.284
H 2.591 2.284 1.356
H -1.913 6.702 6.755
H 1.923 1.135 2.814
H 3.306 -6.414 -6.816
H 1.088 8.087 1.449
H 2.582 -8.394 -8.184
N 1.759 -1.100 -3.646
H 2.353 -1.009 1.473
H 1.042 4.108 -0.496
H 2.975 -1.007 -1.721
H -0.484 -1.329 -1.810
H 2.806 10.693 -0.253
C -2.419 6.321 4.279
H -7.527 7.841 5.115
C 1.416 -5.742 3.193
H 3.788 1.169 2.358
H 2.842 8.242 -0.784
C 2.567 9.946 0.509
H 0.457 1.028 0.691
H 0.391 5.738 -0.371
*
```

---

Density functional theory data (the ωB97M-V functional and the def2-TZVPD basis) for one molecule with the formula C6H11N in a non-equilibrium geometry.

- max |F| (eV/A) = 2.6
- gap between HOMO and LUMO (alpha / beta) (eV) = 7.63 / 9.41
- HOMO level (alpha / beta) (eV) = -7.80 / -9.00
- energy above the lowest of the compared OMol25 structures with the same formula, charge and spin (kcal/mol) = 95.1
- energy (Ha) = -289.82012

ORCA input file:
```
! RIJCOSX wB97M-V def2-TZVPD def2/J DEFGRID3
* xyz 0 1
H 1.310 1.297 -1.433
H -1.512 -0.703 1.935
H -0.238 1.956 -0.887
C 1.749 -0.355 0.695
H 1.849 -0.914 1.621
H 1.271 2.447 -0.086
H -2.424 -1.403 0.584
C -1.730 -0.608 0.866
C 0.743 1.608 -0.550
H 2.506 -0.505 -0.071
N -1.636 -0.628 -2.037
H 0.187 0.851 1.398
C -0.546 -0.687 -1.518
H -2.222 0.353 0.689
C 0.608 0.474 0.458
H 0.026 -1.689 0.196
H 0.499 -0.796 -1.923
C -0.440 -0.699 0.062
*
```

---

Density functional theory data (the ωB97M-V functional and the def2-TZVPD basis) for C34H41As2CdN3O12S as an isolated structure.

- max |F| (eV/A) = 0.8
- gap between HOMO and LUMO (eV) = 7.26
- HOMO level (eV) = -8.03
- energy above the lowest of the compared OMol25 structures with the same formula, charge and spin (kcal/mol) = 0.0
- energy (Ha) = -7424.83907

ORCA input file:
```
! RIJCOSX wB97M-V def2-TZVPD def2/J DEFGRID3
* xyz 0 1
C 0.734 -1.553 2.976
O 4.543 -2.602 -1.805
C -0.791 2.065 4.524
C -3.146 2.406 4.776
H -3.040 0.223 -4.331
C 0.072 -4.094 2.057
C -2.727 -2.532 -1.047
H -1.644 -3.939 3.345
C 1.061 0.357 -2.929
H 2.489 -1.752 1.770
C 0.086 -0.456 -6.394
H 5.193 -4.241 -0.692
C 1.556 -2.202 2.059
H -0.473 5.466 -2.254
C 0.593 0.585 -4.351
N -2.029 -0.849 -2.173
C 3.125 -0.847 -1.103
C -0.368 2.266 -2.349
S -2.358 2.634 0.842
O 5.001 0.750 0.588
O 4.732 -1.956 0.321
H -1.925 -3.981 0.311
N -2.801 1.200 0.323
C -3.434 -2.511 -2.260
C -3.311 -0.833 -4.283
H -1.417 4.462 -3.388
H 0.186 1.861 4.955
H -1.059 -1.688 4.158
As 2.148 -1.272 -2.765
H 1.136 3.652 0.058
C -0.975 4.516 -2.398
C -0.899 2.289 3.160
H -1.683 0.107 -2.284
H -2.319 2.539 7.424
O 0.474 -0.576 -5.015
H -4.192 -3.213 -2.583
O 0.384 1.652 -4.859
H -1.735 4.362 -1.640
H 1.032 -0.591 3.374
C -2.967 -1.407 -2.946
C -3.268 2.640 3.419
H 1.871 -3.970 0.880
H 5.589 -4.217 -2.433
H -0.918 -0.046 -6.469
C 5.866 1.027 1.705
C -2.144 2.556 2.603
H 5.736 0.275 2.480
C -0.745 -3.453 2.980
H 3.869 0.404 -3.617
C 3.741 0.492 0.907
C 0.690 1.235 -1.994
C -1.914 2.095 5.348
C 5.515 -3.626 -1.527
H -3.193 -2.972 1.000
O -2.592 -0.737 2.344
H -4.577 0.078 0.196
H 2.446 2.988 1.060
H -2.286 0.819 7.037
H 2.641 3.082 -0.715
C 4.226 -1.821 -0.762
Cd -1.219 -0.212 0.771
H 0.769 0.198 -6.928
H -3.613 -4.250 -0.156
O -1.518 1.952 -2.557
C 2.873 0.160 -0.278
O -3.335 3.664 0.600
H 6.874 0.997 1.308
C -4.036 0.654 0.948
H -4.717 1.440 1.274
H -0.771 1.725 7.143
H 6.475 -3.178 -1.285
H -0.182 -5.090 1.707
H 4.417 -1.263 -3.919
C -3.809 -0.301 2.148
O 3.283 0.613 2.020
C -2.873 -3.491 0.092
C -0.417 -2.183 3.443
C 3.569 -0.587 -3.948
O 0.058 3.509 -2.264
H 0.120 -1.461 -6.797
H 3.185 -0.536 -4.966
N -1.870 -1.515 -1.004
H -0.016 2.279 2.542
As 1.178 1.156 -0.084
H -4.031 2.447 5.404
C 1.943 2.932 0.101
H 5.648 2.011 2.117
H -4.379 -0.927 -4.473
O -1.022 2.887 0.298
C 1.223 -3.466 1.589
H -2.781 -1.362 -5.077
O -4.787 -0.616 2.809
C -1.812 1.782 6.821
H -4.232 2.881 2.986
*
```

---

Density functional theory data (the ωB97M-V functional and the def2-TZVPD basis) for a 3-piece molecular cluster, C25H49BN2O8S2 overall in a non-equilibrium geometry.

- max |F| (eV/A) = 9.1
- SMILES string = CCCCN(CCCC[C@@H]1CNC(=O)[C@H]1B(C)O)C(=S)SCCC.CCOC(=O)OC.CCOC(=O)OC
- gap between HOMO and LUMO (eV) = 7.72
- HOMO level (eV) = -8.67
- energy (Ha) = -2514.33668

ORCA input file:
```
! RIJCOSX wB97M-V def2-TZVPD def2/J DEFGRID3
* xyz 0 1
H 6.863 -3.051 -2.086
N -2.940 2.410 -0.581
O -0.019 3.993 3.653
H 0.433 -4.343 -3.329
C 1.625 -5.701 -6.025
C -1.206 0.409 -0.869
O 0.907 -4.854 -5.247
H 0.289 6.719 1.358
C 1.163 -0.782 3.118
H 2.832 0.570 2.954
H 6.380 -0.214 2.211
C -0.790 3.936 -0.704
H 2.480 -3.077 -4.039
C -0.939 5.500 -0.242
H 5.360 -3.380 -2.971
H -6.233 0.013 3.160
H -1.099 6.170 -1.189
O 5.102 -2.696 -1.057
H 1.305 -5.870 -3.465
H 6.656 -1.147 3.703
C 5.525 -2.839 0.225
H -0.582 3.291 0.278
C 1.252 -4.847 -3.856
C 1.953 -6.322 -8.248
H 7.293 -1.715 2.150
H -1.753 -1.739 -0.256
H 2.963 -5.914 -8.336
H 5.886 -4.517 -1.715
H -5.600 2.347 3.051
C 5.152 -1.985 2.394
O 2.516 -6.444 -5.647
H -7.417 2.810 3.433
H 2.756 -4.010 -2.547
H 0.979 4.939 1.062
H -7.342 0.284 1.620
H 1.660 -1.657 2.489
C 0.491 5.877 0.539
H 3.393 -4.577 -4.100
H 0.156 -1.333 -0.097
C -1.061 -0.625 1.695
H -0.407 1.185 -0.513
O 4.807 -1.992 1.003
H -8.082 0.456 3.349
C 0.173 0.282 2.294
H -7.256 2.157 0.356
C -6.883 2.938 1.147
N 2.195 0.199 3.712
B -0.794 2.764 3.308
H -0.979 -1.683 2.238
S -5.264 3.789 0.684
C 6.444 -1.222 2.634
H -2.272 3.844 1.776
H 0.940 0.770 1.546
C -2.756 0.936 -0.860
H -0.692 4.750 3.581
H 0.179 3.802 -1.373
H -1.824 5.592 0.518
O 1.578 2.039 5.445
S -5.344 2.546 -2.151
H 1.986 -7.380 -7.965
O 6.416 -3.582 0.603
H -2.789 4.211 -1.781
C -0.956 -0.943 0.083
H 5.205 -3.007 2.785
O 1.202 -5.558 -7.307
H -3.164 3.072 3.358
H -0.972 0.080 -1.992
C -4.404 2.841 -0.726
H 1.281 6.371 -0.205
C 1.289 1.250 4.380
H 0.634 -1.156 4.094
C -6.706 2.254 2.663
C 5.853 -3.460 -1.998
H -2.118 -0.201 1.971
H 4.333 -1.480 2.921
C 2.544 -4.085 -3.616
C -0.183 1.245 3.614
C -2.092 3.297 -1.463
H -1.833 2.748 -2.491
H -2.479 1.962 1.990
H -7.752 3.739 1.283
H 1.460 -6.242 -9.221
C -7.120 0.665 2.707
H -3.298 0.362 0.034
H -0.921 0.694 4.363
C -2.290 2.973 2.579
H -3.278 0.549 -1.841
*
```

---

Density functional theory data (the ωB97M-V functional and the def2-TZVPD basis) for one molecule with the formula C15H22N2O3.

- max |F| (eV/A) = 0.5
- SMILES string = CC(=O)Nc1ccc(C(=O)NCCCOC(C)C)cc1
- gap between HOMO and LUMO (eV) = 9.29
- HOMO level (eV) = -8.70
- energy above the lowest of the compared OMol25 structures with the same formula, charge and spin (kcal/mol) = 19.1
- energy (Ha) = -920.04822

ORCA input file:
```
! RIJCOSX wB97M-V def2-TZVPD def2/J DEFGRID3
* xyz 0 1
H -1.162 1.335 -1.672
C 2.189 -1.576 1.128
H 0.986 -1.802 -0.625
C -3.410 0.373 -0.337
H -1.922 1.563 -4.821
H 3.085 -1.964 0.673
C -2.105 1.455 -2.221
N 3.353 -1.246 3.260
O -1.951 2.594 -3.039
N -2.232 0.099 0.450
C 4.615 -1.662 2.930
H -4.165 2.382 -5.580
H -1.019 -0.222 2.795
C 5.564 -1.584 4.108
H -0.762 3.764 -4.984
O 4.946 -2.046 1.834
C 2.211 -1.174 2.461
H -3.055 2.492 -0.599
H -2.289 4.596 -4.699
H 6.549 -1.916 3.793
C -1.838 3.700 -5.115
H -4.265 0.502 0.334
O -1.587 -1.688 -0.772
H 3.214 -0.942 4.214
H -4.366 3.227 -4.039
C -1.370 -0.900 0.129
C 1.018 -1.480 0.404
C -0.145 -0.969 0.974
H -3.573 -0.511 -0.959
H 1.047 -0.390 4.086
H 5.213 -2.223 4.916
H -2.256 0.553 -2.825
C 1.041 -0.685 3.045
H -4.273 1.459 -4.083
H -4.189 1.786 -1.750
C -2.375 2.471 -4.386
C -0.122 -0.579 2.311
H -1.934 0.816 1.093
H 5.631 -0.561 4.472
C -3.896 2.377 -4.527
H -2.068 3.640 -6.175
C -3.253 1.613 -1.218
*
```

---

Density functional theory data (the ωB97M-V functional and the def2-TZVPD basis) for a 2-piece molecular cluster, C6H12O overall in a non-equilibrium geometry.

- max |F| (eV/A) = 4.5
- SMILES string = C=C(C)C(=C)C.O
- gap between HOMO and LUMO (eV) = 8.47
- HOMO level (eV) = -8.12
- energy above the lowest of the compared OMol25 structures with the same formula, charge and spin (kcal/mol) = 85.0
- energy (Ha) = -310.92384

ORCA input file:
```
! RIJCOSX wB97M-V def2-TZVPD def2/J DEFGRID3
* xyz 0 1
C 0.324 1.075 -1.543
H -0.291 -1.753 -1.644
H 1.646 -2.258 1.565
C 0.617 0.509 -0.152
C 0.705 -0.963 0.166
H -2.955 1.031 1.113
H 0.494 2.135 -1.482
H -1.174 -1.468 -0.180
H -0.584 0.829 -1.937
O -2.431 1.253 0.310
C 0.754 1.502 0.733
H 0.976 -0.796 2.225
H -0.087 -2.774 -0.148
C -0.229 -1.827 -0.539
H 1.175 0.704 -2.168
H -2.091 0.352 0.077
H 0.948 1.162 1.791
H 0.933 2.620 0.474
C 1.270 -1.335 1.338
*
```

---

Density functional theory data (the ωB97M-V functional and the def2-TZVPD basis) for C12H23F7N3PSSiTeTi as an isolated structure.

- max |F| (eV/A) = 0.9
- gap between HOMO and LUMO (alpha / beta) (eV) = 7.26 / 5.79
- HOMO level (alpha / beta) (eV) = -17.11 / -17.11
- expectation value of S² = 0.75
- energy above the lowest of the compared OMol25 structures with the same formula, charge and spin (kcal/mol) = 0.0
- energy (Ha) = -3480.23995

ORCA input file:
```
! RIJCOSX wB97M-V def2-TZVPD def2/J DEFGRID3
* xyz 3 2
C -3.571 1.126 0.465
H -3.110 -2.042 0.485
C 5.085 -2.322 3.272
H 1.202 3.418 -1.079
S -1.107 2.165 -2.210
C -0.795 1.935 1.566
H -1.235 -1.515 2.290
F 4.048 0.268 -1.101
H 1.333 4.869 -2.004
F 1.486 1.458 -0.347
H 5.381 -1.275 3.343
C -1.837 -2.641 -3.158
Ti 0.269 0.505 -1.264
C -2.749 -2.191 -0.522
P 3.172 0.572 -2.332
H -3.262 -4.240 -3.187
F 3.685 2.019 -2.407
H 3.202 -0.981 5.444
C -1.978 -0.729 2.436
C -3.275 -3.215 -1.301
N -0.726 4.445 -3.426
C 2.698 -1.926 5.243
F 2.150 -0.615 -1.753
C -2.835 -3.440 -2.599
C -1.365 -1.657 -2.347
C -1.765 -1.363 -1.055
H -3.997 1.800 1.213
Te 2.978 -2.389 3.206
H -4.277 0.308 0.324
H -2.955 -1.203 2.532
C -0.217 3.647 -2.513
Si -1.930 0.544 1.079
H -3.499 1.682 -0.471
H -1.770 -0.236 3.389
H -1.537 4.166 -3.958
F -0.320 -0.791 -2.794
H -4.045 -3.849 -0.884
N 0.865 3.988 -1.838
H -1.342 2.500 2.328
H -0.565 2.647 0.774
H 1.634 -1.860 5.449
N -1.104 -0.281 -0.401
H 5.407 -2.866 4.159
H 0.134 1.597 2.026
H 5.480 -2.778 2.369
H -0.339 5.359 -3.623
F 3.816 -0.172 -3.468
H -1.463 -2.787 -4.161
F 1.792 1.075 -3.015
H 3.155 -2.727 5.825
*
```

---

Density functional theory data (the ωB97M-V functional and the def2-TZVPD basis) for an isolated ion of composition Br2H2O2P and charge +1 in a non-equilibrium geometry.

- max |F| (eV/A) = 4.5
- gap between HOMO and LUMO (eV) = 7.53
- HOMO level (eV) = -15.57
- energy above the lowest of the compared OMol25 structures with the same formula, charge and spin (kcal/mol) = 39.7
- energy (Ha) = -5640.79459

ORCA input file:
```
! RIJCOSX wB97M-V def2-TZVPD def2/J DEFGRID3
* xyz 1 1
Br -1.445 -1.934 1.243
O 1.071 -0.678 -0.798
P 0.114 0.092 0.220
Br 1.684 0.943 1.637
O -0.781 1.042 -0.612
H 0.563 -1.199 -1.469
H -1.207 1.734 -0.220
*
```